The following is a DFT calculation (wB97M-V/def2-TZVPD) of a structure of composition C13H16InN2OS2SbSe4Si at a distorted geometry.

ORCA input file:
```
! wB97M-V def2-TZVPD RIJCOSX def2/J DEFGRID3
* xyz -2 1
In 1.63 1.04 0.30
C -5.13 -1.50 0.06
Si -3.34 -1.45 0.17
C -2.71 -2.07 1.79
C -2.43 -2.43 -1.11
C -2.94 0.49 0.07
C -3.77 1.52 -0.39
C -3.48 2.87 -0.41
C -2.31 3.23 0.32
N -1.49 2.30 0.78
C -1.70 0.96 0.58
S -0.48 -0.14 1.26
H -5.47 -2.60 0.00
H -5.65 -0.94 -0.72
H -5.59 -1.03 0.98
H -3.54 -2.69 2.14
H -2.71 -1.26 2.53
H -1.69 -2.56 1.76
H -2.48 -3.56 -0.99
H -1.38 -2.12 -1.17
H -2.96 -2.19 -2.02
H -4.75 1.23 -0.74
H -4.14 3.59 -0.78
H -1.99 4.26 0.39
O 3.42 0.13 1.12
N 4.31 -0.58 0.36
C 5.51 -0.88 0.90
C 6.34 -1.89 0.32
C 5.95 -2.54 -0.89
C 4.89 -1.95 -1.55
C 4.02 -0.96 -0.93
S 2.59 -0.53 -1.67
H 5.73 -0.29 1.84
H 7.22 -2.34 0.87
H 6.41 -3.48 -1.23
H 4.36 -2.38 -2.37
Se 1.94 3.36 1.74
Sb 1.82 4.59 -0.61
Se 1.72 2.47 -1.99
Se 3.93 5.79 -0.67
Se 0.34 6.53 -0.02
*
```

Summary:
E_HOMO in eV: -0.825
Kohn-Sham gap in Ha: 0.179
LUMO level in eV: 4.032
Energy relative to the best compared isomer or geometry (same formula, charge and spin) in kcal/mol: 29.9
Energy in eV: -321416.1363

Atom charges from the Mulliken analysis, given in e for atoms 1 to 6: 0.52 -1.08 0.42 -1.18 -0.88 0.21